Density functional theory data (ωB97M-V with the def2-TZVPD basis set) for a 6-piece molecular cluster, C28H47FN5O8P overall.

Positions of all 90 atoms, in Å:
P (-0.083, -3.248, 2.228)
F (-6.648, -0.421, 2.308)
O (-0.744, -4.696, -0.775)
O (0.271, -0.046, 2.105)
O (7.260, 6.212, -4.725)
O (-3.953, -4.712, 0.190)
O (0.971, 5.549, -0.341)
O (-0.848, -3.748, 3.405)
O (-3.064, -1.117, -1.222)
O (5.005, 3.182, 1.811)
N (5.375, 5.270, 2.542)
N (-5.030, -6.643, 0.537)
N (0.485, 3.361, -0.445)
N (0.448, -5.658, -2.411)
N (5.057, 5.802, -4.809)
C (5.572, 3.927, 2.596)
C (2.828, 4.041, -0.243)
C (1.364, 4.390, -0.346)
C (-1.920, -2.211, 0.511)
C (-5.162, -8.058, 0.829)
C (-5.979, -1.010, 0.095)
C (-2.255, 1.316, 2.781)
C (-4.437, 1.699, 1.813)
C (3.742, 5.471, -4.287)
C (-0.815, -0.496, 1.840)
C (-3.462, 2.009, 2.757)
C (5.957, 6.298, 3.384)
C (-4.249, 0.699, 0.855)
C (6.205, 5.687, -2.644)
C (0.768, 1.935, -0.461)
C (-6.068, -1.425, 1.545)
C (0.806, -5.979, -3.781)
C (-1.462, -4.232, -3.003)
C (-2.718, -1.106, -0.068)
C (-2.061, 0.312, 1.841)
C (-5.349, 0.391, -0.135)
C (-3.033, 0.001, 0.879)
C (6.232, 5.924, -4.136)
C (6.510, 3.403, 3.659)
C (-1.011, -1.908, 1.441)
C (-0.566, -4.874, -1.975)
C (-2.579, -6.623, 0.664)
C (-3.891, -5.908, 0.445)
H (1.832, 1.744, -0.376)
H (6.525, 7.002, 2.774)
H (-4.190, -8.513, 0.978)
H (1.824, -5.646, -3.986)
H (-3.645, 2.774, 3.497)
H (1.171, -2.775, 2.656)
H (-2.216, -3.643, -2.488)
H (-5.664, -8.564, 0.002)
H (0.755, -7.057, -3.936)
H (6.560, 2.323, 3.572)
H (6.146, 3.660, 4.654)
H (-5.757, -8.198, 1.733)
H (0.032, -4.264, 1.275)
H (3.049, 6.285, -4.501)
H (-5.114, -1.733, 1.969)
H (-5.869, -6.108, 0.380)
H (-0.476, 3.657, -0.512)
H (-5.436, -1.773, -0.452)
H (-2.546, -7.053, 1.666)
H (-5.367, 2.245, 1.853)
H (0.256, 1.458, 0.372)
H (3.146, 3.496, -1.134)
H (1.005, -6.053, -1.669)
H (3.381, 4.560, -4.767)
H (3.406, 4.957, -0.171)
H (-2.447, -7.414, -0.076)
H (0.133, -5.493, -4.479)
H (7.512, 3.814, 3.524)
H (5.168, 6.846, 3.901)
H (-6.731, -2.288, 1.609)
H (-1.486, 1.532, 3.506)
H (4.737, 5.555, 1.816)
H (-7.003, -0.950, -0.269)
H (-4.914, 0.425, -1.127)
H (0.400, 1.506, -1.396)
H (-2.092, -3.229, 0.192)
H (3.773, 5.315, -3.214)
H (7.209, 5.821, -2.254)
H (5.872, 4.672, -2.422)
H (5.540, 6.401, -2.156)
H (6.621, 5.863, 4.123)
H (5.146, 5.971, -5.799)
H (-1.961, -4.993, -3.605)
H (-0.887, -3.575, -3.656)
H (-1.767, -5.905, 0.555)
H (3.023, 3.440, 0.641)
H (-6.124, 1.146, -0.060)

Kohn-Sham gap   8.30 eV
Molecular weight   631.68 Da
Total energy   -2412.10339 Ha
HOMO   -9.11 eV
SMILES   O=[PH2]C1=CC(=O)c2c(CCCF)cccc2C1=O.CNC(C)=O.CNC(C)=O.CNC(C)=O.CNC(C)=O.CNC(C)=O
Maximum force   1.920 eV Å⁻¹

So, what does the Mulliken scheme give us? The charges, in e, come out as: number 1, P, carries 0.66; number 2, F, carries -0.34; number 3, O, carries -0.54; number 4, O, carries -0.67; number 5, O, carries -0.66; number 6, O, carries -0.50; number 7, O, carries -0.69; number 8, O, carries -0.72; number 9, O, carries -0.57; number 10, O, carries -0.61; number 11, N, carries -0.07; number 12, N, carries -0.25; number 13, N, carries -0.09; number 14, N, carries -0.23; number 15, N, carries -0.15; number 16, C, carries 0.92; number 17, C, carries -1.15; number 18, C, carries 0.63; number 19, C, carries -0.03; number 20, C, carries -0.95; number 21, C, carries -0.54; number 22, C, carries -0.97; number 23, C, carries -0.78; number 24, C, carries -0.46; number 25, C, carries 0.03; number 26, C, carries -0.89; number 27, C, carries -0.91; number 28, C, carries 0.59; number 29, C, carries -1.11; number 30, C, carries -0.43; number 31, C, carries -0.29; number 32, C, carries -0.95; number 33, C, carries -1.24; number 34, C, carries -0.32; number 35, C, carries 0.79; number 36, C, carries -1.20; number 37, C, carries 1.03; number 38, C, carries 0.68; number 39, C, carries -1.46; number 40, C, carries 0.38; number 41, C, carries 0.69; number 42, C, carries -0.75; number 43, C, carries 0.77; number 44, H, carries 0.31; number 45, H, carries 0.29; number 46, H, carries 0.36; number 47, H, carries 0.30; number 48, H, carries 0.42; number 49, H, carries 0.07; number 50, H, carries 0.11; number 51, H, carries 0.30; number 52, H, carries 0.30; number 53, H, carries 0.29; number 54, H, carries 0.38; number 55, H, carries 0.30; number 56, H, carries -0.05; number 57, H, carries 0.27; number 58, H, carries 0.21; number 59, H, carries 0.25; number 60, H, carries 0.21; number 61, H, carries 0.22; number 62, H, carries 0.41; number 63, H, carries 0.42; number 64, H, carries -0.05; number 65, H, carries 0.21; number 66, H, carries 0.25; number 67, H, carries 0.28; number 68, H, carries 0.12; number 69, H, carries 0.40; number 70, H, carries 0.37; number 71, H, carries 0.38; number 72, H, carries 0.29; number 73, H, carries 0.37; number 74, H, carries 0.54; number 75, H, carries 0.15; number 76, H, carries 0.49; number 77, H, carries 0.31; number 78, H, carries 0.28; number 79, H, carries 0.33; number 80, H, carries -0.01; number 81, H, carries 0.30; number 82, H, carries 0.32; number 83, H, carries 0.31; number 84, H, carries 0.36; number 85, H, carries 0.22; number 86, H, carries 0.40; number 87, H, carries 0.41; number 88, H, carries -0.21; number 89, H, carries 0.67; number 90, H, carries 0.51


Density functional theory data (ωB97M-V with the def2-TZVPD basis set) for C42H107CsN8O13S as an isolated structure.

Positions of all 172 atoms, in Å:
Cs (2.999, -0.420, -6.213)
S (0.235, 1.592, -1.676)
O (-8.825, 1.279, -3.098)
O (-0.938, 1.785, -2.518)
O (-5.379, -5.728, -2.954)
O (3.126, 4.917, 0.998)
O (11.038, -1.203, -0.663)
O (-3.014, 0.894, 5.467)
O (-0.134, 1.932, -0.300)
O (4.521, 7.722, -7.912)
O (1.303, 2.417, -2.165)
O (2.097, -5.951, 0.252)
O (0.777, 0.195, -1.756)
O (-5.146, 5.958, -7.836)
O (3.841, 2.529, 9.369)
N (-2.601, -4.040, -4.774)
N (3.403, -6.410, 0.703)
N (-6.286, 1.832, -0.373)
N (7.371, -1.091, -0.151)
N (-2.159, 3.838, -7.447)
N (2.514, 7.697, -4.873)
N (-4.343, 0.492, 5.743)
N (3.537, 2.212, 5.617)
C (-3.616, -6.114, -5.387)
C (-4.031, 5.339, -7.156)
C (-6.064, 6.643, -6.949)
C (8.591, -0.686, -0.818)
C (4.136, 2.264, 6.906)
C (-8.758, 1.062, -4.494)
C (-7.566, 1.508, -1.024)
C (3.320, -6.709, 2.181)
C (-6.428, 0.794, 6.992)
C (-5.979, -5.753, -1.651)
C (4.873, 8.437, -5.050)
C (3.385, 3.390, 10.340)
C (3.203, -8.745, -0.587)
C (4.000, -7.429, -0.239)
C (-4.205, -4.955, -3.211)
C (-6.526, -0.721, 7.218)
C (5.266, -8.491, 1.830)
C (-4.289, 3.073, -8.222)
C (-7.427, 1.354, -2.560)
C (-5.871, -1.496, 6.146)
C (8.661, 0.793, -1.009)
C (3.178, 2.580, 8.123)
C (4.552, 8.953, -8.647)
C (-3.857, -4.744, -4.678)
C (9.808, -1.187, 0.045)
C (-8.462, 2.684, -0.547)
C (5.331, -8.024, 0.346)
C (3.506, 8.287, -5.771)
C (-4.103, -1.669, 4.435)
C (2.111, -7.688, 2.462)
C (4.652, -7.371, 2.675)
C (-4.974, 1.323, 6.758)
C (3.469, 7.419, -7.046)
C (-4.254, 1.289, 8.111)
C (-5.193, 2.704, 6.287)
C (5.433, 3.093, 6.815)
C (-4.414, -1.011, 5.842)
C (3.265, -5.393, 3.004)
C (4.428, -6.591, -1.426)
C (-3.520, -1.575, 6.930)
C (-3.421, 4.246, -8.039)
C (11.174, -2.263, -1.605)
H (9.608, -2.151, 0.514)
H (-4.673, -4.245, -5.201)
H (-4.269, 4.903, -6.186)
H (4.767, -7.191, -2.271)
H (2.382, 1.840, 8.039)
H (-3.382, -1.095, 3.854)
H (4.070, -4.668, 2.878)
H (3.503, -6.123, -1.761)
H (2.146, -8.536, -0.423)
H (-2.792, -6.644, -4.909)
H (2.388, -4.832, 2.682)
H (-5.089, -5.960, -1.058)
H (3.614, 6.383, -6.741)
H (2.565, 1.938, 5.632)
H (3.429, -9.085, -1.597)
H (-3.176, 1.453, 8.107)
H (-7.963, 3.614, -0.821)
H (-4.622, 2.039, 8.810)
H (-2.650, -0.921, 6.975)
H (-5.260, 3.273, -8.675)
H (5.576, 7.608, -5.125)
H (2.759, 4.479, 1.769)
H (-3.887, 2.230, -8.784)
H (-8.522, 2.821, 0.533)
H (6.107, -7.287, 0.141)
H (-3.263, 6.049, -6.852)
H (-2.040, -4.649, -4.195)
H (-8.176, 1.936, -4.786)
H (2.780, 6.731, -4.743)
H (-7.569, -1.035, 7.272)
H (3.221, 9.319, -5.979)
H (-3.233, -2.602, 6.700)
H (-4.234, 3.139, 6.005)
H (5.874, 2.774, 5.871)
H (-3.340, -5.881, -6.415)
H (3.049, 4.421, 0.179)
H (10.395, -2.192, -2.364)
H (4.107, 1.569, 5.086)
H (2.165, -8.246, 3.396)
H (3.658, 8.935, -9.270)
H (-2.690, -3.132, -4.340)
H (-3.315, -5.416, -2.783)
H (7.385, -2.072, 0.092)
H (6.213, -8.802, 2.272)
H (-4.219, -3.946, -2.800)
H (-1.632, 4.670, -7.222)
H (-9.757, 1.024, -4.929)
H (-7.002, 1.339, 7.742)
H (-2.998, 0.990, 4.512)
H (3.383, -9.503, 0.175)
H (4.701, -9.417, 1.935)
H (4.616, 9.775, -7.934)
H (-4.412, 0.303, 8.546)
H (-3.233, 4.739, -8.992)
H (-8.204, 0.165, -4.769)
H (12.197, -2.244, -1.981)
H (5.440, -6.634, 2.522)
H (-5.519, 1.459, -0.914)
H (5.340, 9.278, -5.563)
H (-6.993, 2.249, -3.006)
H (8.381, 1.261, -0.065)
H (-5.862, 2.783, 5.431)
H (9.895, -0.586, 0.950)
H (2.754, 3.573, 7.975)
H (-5.755, -2.538, 6.444)
H (5.142, 4.139, 6.718)
H (4.613, -7.588, 3.743)
H (-3.988, -1.660, 7.911)
H (-6.422, 5.878, -6.259)
H (3.864, 3.180, 11.296)
H (-6.050, -1.064, 8.137)
H (1.184, -7.121, 2.385)
H (-2.528, 3.542, -6.554)
H (4.821, 8.819, -4.031)
H (2.168, -8.468, 1.703)
H (2.466, 7.411, -7.472)
H (-9.433, 2.738, -1.039)
H (-8.013, 0.585, -0.654)
H (3.386, 4.438, 10.040)
H (-5.440, 7.390, -6.460)
H (-6.576, -1.554, 5.317)
H (5.231, -5.869, -1.276)
H (6.507, -1.089, -0.674)
H (8.613, -1.127, -1.814)
H (-6.889, 7.021, -7.553)
H (-6.564, -6.669, -1.563)
H (-3.714, -2.684, 4.522)
H (5.429, 8.993, -9.292)
H (2.866, 5.839, 0.929)
H (2.779, 8.067, -3.971)
H (-6.904, 0.433, -2.818)
H (10.865, -3.226, -1.198)
H (7.985, 1.145, -1.788)
H (-4.484, 2.572, -7.274)
H (2.346, 3.127, 10.540)
H (6.127, 2.949, 7.643)
H (4.474, 1.266, 7.186)
H (-4.917, -1.622, 3.713)
H (-6.440, -4.885, -1.179)
H (-4.492, -6.758, -5.470)
H (-5.670, 3.392, 6.986)
H (-6.953, 0.937, 6.048)
H (3.245, -5.514, 4.087)
H (9.599, 1.130, -1.448)
H (-6.079, 1.379, 0.506)
H (2.179, -5.003, 0.131)
H (5.607, -8.975, -0.109)

Kohn-Sham gap   2.89 eV
Molecular weight   1097.33 Da
Total energy   -3498.32351 Ha
HOMO   -4.62 eV
Maximum force   4.878 eV Å⁻¹

Atom charges from the Mulliken analysis, given in e for atoms 1 to 99: number 1, Cs, carries 0.98; number 2, S, carries 1.06; number 3, O, carries -0.33; number 4, O, carries -0.70; number 5, O, carries -0.31; number 6, O, carries -0.39; number 7, O, carries -0.31; number 8, O, carries -0.46; number 9, O, carries -0.77; number 10, O, carries -0.37; number 11, O, carries -0.75; number 12, O, carries -0.48; number 13, O, carries -0.78; number 14, O, carries -0.34; number 15, O, carries -0.32; number 16, N, carries -0.70; number 17, N, carries 0.06; number 18, N, carries -0.69; number 19, N, carries -0.76; number 20, N, carries -0.74; number 21, N, carries -0.72; number 22, N, carries 0.10; number 23, N, carries -0.61; number 24, C, carries -1.28; number 25, C, carries -0.75; number 26, C, carries -0.63; number 27, C, carries 0.82; number 28, C, carries 0.42; number 29, C, carries -0.61; number 30, C, carries 0.49; number 31, C, carries 1.61; number 32, C, carries -1.23; number 33, C, carries -0.76; number 34, C, carries -1.30; number 35, C, carries -0.75; number 36, C, carries -1.76; number 37, C, carries 1.69; number 38, C, carries -0.52; number 39, C, carries -0.73; number 40, C, carries -0.82; number 41, C, carries -1.42; number 42, C, carries -0.69; number 43, C, carries -1.14; number 44, C, carries -1.48; number 45, C, carries -0.70; number 46, C, carries -0.63; number 47, C, carries 0.10; number 48, C, carries -0.78; number 49, C, carries -1.37; number 50, C, carries -1.16; number 51, C, carries 0.40; number 52, C, carries -1.70; number 53, C, carries -1.44; number 54, C, carries -1.30; number 55, C, carries 1.73; number 56, C, carries -0.64; number 57, C, carries -1.59; number 58, C, carries -2.04; number 59, C, carries -1.23; number 60, C, carries 1.69; number 61, C, carries -1.88; number 62, C, carries -1.82; number 63, C, carries -1.87; number 64, C, carries 0.43; number 65, C, carries -0.70; number 66, H, carries 0.39; number 67, H, carries 0.41; number 68, H, carries 0.40; number 69, H, carries 0.40; number 70, H, carries 0.32; number 71, H, carries 0.40; number 72, H, carries 0.38; number 73, H, carries 0.43; number 74, H, carries 0.39; number 75, H, carries 0.30; number 76, H, carries 0.43; number 77, H, carries 0.32; number 78, H, carries 0.33; number 79, H, carries 0.22; number 80, H, carries 0.36; number 81, H, carries 0.31; number 82, H, carries 0.35; number 83, H, carries 0.40; number 84, H, carries 0.34; number 85, H, carries 0.34; number 86, H, carries 0.29; number 87, H, carries 0.45; number 88, H, carries 0.35; number 89, H, carries 0.33; number 90, H, carries 0.41; number 91, H, carries 0.39; number 92, H, carries 0.30; number 93, H, carries 0.24; number 94, H, carries 0.26; number 95, H, carries 0.38; number 96, H, carries 0.23; number 97, H, carries 0.48; number 98, H, carries 0.43; number 99, H, carries 0.37


Question: Look up the total energy of the first one.
Answer: -2412.10339 Ha


Question: Which of these has the lowest total energy?
Answer: C42H107CsN8O13S